{
  "formula": "C60H51BClIrN9O3P2S",
  "method": "ωB97M-V/def2-TZVPD",
  "symbols": ["Ir", "O", "S", "C", "C", "C", "C", "C", "C", "P", "C", "C", "C", "C", "C", "C", "C", "C", "C", "C", "C", "C", "C", "C", "C", "C", "C", "C", "P", "C", "C", "C", "C", "C", "C", "C", "C", "C", "C", "C", "C", "H", "H", "H", "H", "H", "H", "H", "H", "H", "H", "H", "H", "H", "H", "H", "H", "H", "H", "H", "H", "H", "H", "H", "H", "H", "H", "H", "H", "B", "N", "C", "C", "C", "N", "N", "C", "C", "C", "N", "H", "H", "H", "H", "H", "H", "H", "H", "C", "C", "N", "C", "C", "N", "C", "N", "N", "N", "C", "C", "C", "C", "C", "C", "H", "H", "H", "H", "H", "H", "H", "H", "H", "H", "H", "Cl", "C", "C", "C", "C", "C", "C", "C", "O", "O", "H", "H", "H", "H"],
  "positions_angstrom": [[-0.4441, 0.8111, 0.5805], [-0.4067, 4.4036, 0.5924], [-0.3026, 3.3000, -0.3477], [-1.6628, 3.6342, -1.5112], [-1.8010, 4.8994, -2.0588], [-2.9678, 5.2325, -2.7274], [-4.0104, 4.3192, -2.7930], [-3.8574, 3.0451, -2.2747], [-2.6729, 2.6809, -1.6319], [-2.2685, 0.8948, -1.3839], [-2.4637, 0.5737, -3.1913], [-1.9272, 1.4952, -4.0903], [-2.2179, 1.4202, -5.4365], [-3.0450, 0.4155, -5.9139], [-3.5631, -0.5170, -5.0329], [-3.2751, -0.4442, -3.6814], [-3.6302, -0.1314, -0.7307], [-4.8468, 0.2708, -0.1979], [-5.7063, -0.6753, 0.3412], [-5.3754, -2.0187, 0.3311], [-4.1876, -2.4352, -0.2502], [-3.3167, -1.4939, -0.7574], [1.2922, 3.5895, -1.1549], [1.8002, 4.8773, -1.1804], [3.1275, 5.0878, -1.5141], [3.9522, 4.0037, -1.7726], [3.4469, 2.7154, -1.7310], [2.1035, 2.4913, -1.4321], [1.3688, 0.8109, -1.4725], [0.9816, 0.7219, -3.2631], [0.5506, -0.5076, -3.7576], [0.4390, -0.7155, -5.1191], [0.7560, 0.3043, -6.0026], [1.1639, 1.5363, -5.5177], [1.2709, 1.7528, -4.1548], [2.8442, -0.2839, -1.5116], [3.6569, -0.3541, -2.6456], [4.7849, -1.1546, -2.6410], [5.1117, -1.9037, -1.5212], [4.3108, -1.8361, -0.3945], [3.1829, -1.0352, -0.3921], [-1.0018, 5.6169, -1.9591], [-3.0677, 6.2025, -3.1911], [-4.9398, 4.5885, -3.2720], [-4.6477, 2.3157, -2.3905], [-1.2969, 2.2959, -3.7356], [-1.8082, 2.1566, -6.1100], [-3.2993, 0.3703, -6.9603], [-4.2139, -1.3004, -5.3904], [-3.7199, -1.1660, -3.0158], [-5.1536, 1.3070, -0.2014], [-6.6418, -0.3506, 0.7733], [-6.0503, -2.7422, 0.7603], [-3.9441, -3.4864, -0.2973], [-2.3817, -1.8057, -1.1965], [1.1611, 5.6992, -0.9002], [3.5201, 6.0919, -1.5404], [4.9964, 4.1584, -1.9995], [4.1061, 1.8801, -1.9172], [0.3407, -1.3126, -3.0685], [0.1267, -1.6785, -5.4924], [0.6886, 0.1394, -7.0664], [1.4241, 2.3312, -6.2006], [1.6141, 2.7137, -3.7989], [3.4184, 0.2230, -3.5270], [5.4165, -1.1899, -3.5159], [5.9833, -2.5377, -1.5280], [4.5664, -2.4010, 0.4892], [2.5567, -0.9834, 0.4828], [-0.0796, 3.1399, 3.6539], [1.1533, 2.6446, 2.9395], [2.3742, 2.9684, 3.4148], [3.3248, 2.4289, 2.5813], [2.5816, 1.7680, 1.6012], [1.2774, 1.9095, 1.8305], [-1.3779, 3.0250, 2.9138], [-2.4688, 3.7199, 3.2990], [-3.5014, 3.4233, 2.4421], [-2.9443, 2.5098, 1.5438], [-1.6734, 2.2869, 1.8494], [0.0898, 4.2899, 3.9286], [-0.1761, 2.5783, 4.7143], [2.4776, 3.5491, 4.3100], [4.3892, 2.5012, 2.6597], [2.9624, 1.2032, 0.7751], [-2.4375, 4.3765, 4.1433], [-4.5066, 3.7899, 2.4615], [-3.4219, 1.9953, 0.7353], [-0.0172, -2.7637, -0.4735], [0.3730, -2.3806, 0.8974], [0.5050, -1.1434, 1.3470], [0.9209, -1.2360, 2.6502], [1.0511, -2.5456, 2.9763], [0.7044, -3.2626, 1.8623], [0.8378, -4.6897, 1.7044], [2.1631, -4.9957, 1.2495], [2.4964, -4.8545, -0.0448], [3.7267, -5.0577, -0.2077], [4.3129, -5.3460, 0.9865], [5.6272, -5.6431, 1.3420], [5.8690, -5.8882, 2.6727], [4.8524, -5.8392, 3.6364], [3.5499, -5.5386, 3.3098], [3.2895, -5.2994, 1.9677], [-0.2843, -1.8541, -1.0079], [-0.8789, -3.4312, -0.4378], [0.8034, -3.2666, -0.9875], [1.1134, -0.3656, 3.2438], [1.3416, -3.0065, 3.8958], [0.1133, -5.0345, 0.9595], [0.6584, -5.1777, 2.6670], [6.4058, -5.6853, 0.6001], [6.8678, -6.1316, 2.9935], [5.1018, -6.0473, 4.6639], [2.7777, -5.4979, 4.0608], [-2.5182, -1.1746, 8.3400], [-2.4074, -1.2649, 6.6285], [-1.9768, -0.1564, 5.9050], [-1.9116, -0.2264, 4.5272], [-2.2831, -1.3911, 3.8680], [-2.6957, -2.5011, 4.5954], [-2.7676, -2.4381, 5.9728], [-2.1559, -1.5049, 2.3441], [-2.1102, -2.6404, 1.8871], [-2.0743, -0.4097, 1.7279], [-1.6979, 0.7428, 6.4323], [-1.5921, 0.6222, 3.9470], [-2.9792, -3.4043, 4.0787], [-3.1026, -3.2953, 6.5354]],
  "forces_ev_per_angstrom": [[2.65, 2.78, -1.67], [0.08, -0.28, 0.36], [-0.33, 0.42, -0.42], [-0.09, -0.95, 0.42], [0.25, 0.18, 0.02], [0.16, -0.07, 0.08], [-0.01, -0.16, 0.07], [0.02, -0.12, 0.21], [0.42, -0.04, 0.40], [-1.06, -0.38, 0.78], [0.70, -0.35, -0.07], [0.09, 0.05, 0.00], [-0.03, 0.08, 0.05], [-0.06, -0.04, 0.06], [-0.03, 0.00, -0.15], [0.04, -0.19, 0.26], [0.27, -0.04, 0.09], [0.04, 0.18, -0.12], [-0.07, 0.09, 0.03], [-0.03, 0.01, -0.08], [-0.05, 0.02, -0.07], [-0.05, 0.24, -0.03], [0.14, -0.98, 0.28], [-0.42, 0.20, 0.08], [-0.05, -0.11, -0.07], [-0.10, 0.10, -0.02], [-0.20, -0.23, -0.02], [-0.24, 0.09, 0.40], [0.49, 0.04, -0.12], [-0.61, -0.14, 0.28], [0.04, 0.03, 0.07], [0.03, -0.12, 0.03], [0.05, 0.06, 0.06], [0.08, -0.01, -0.09], [0.05, 0.07, 0.30], [-0.44, -0.28, 0.62], [-0.17, 0.08, -0.17], [0.01, 0.06, -0.02], [-0.11, 0.02, 0.11], [0.11, -0.02, 0.06], [-0.06, 0.09, 0.13], [0.05, 0.15, 0.02], [0.01, 0.09, 0.06], [-0.05, 0.02, -0.06], [-0.03, -0.03, -0.05], [-0.01, 0.07, -0.05], [0.03, 0.08, -0.07], [0.00, -0.02, -0.15], [-0.06, -0.06, -0.03], [-0.02, -0.03, -0.04], [0.03, 0.12, 0.06], [-0.05, 0.01, 0.01], [-0.07, -0.07, 0.04], [0.08, -0.01, 0.07], [0.10, -0.13, 0.04], [0.00, 0.16, 0.09], [0.02, 0.10, 0.02], [0.07, 0.01, 0.01], [0.00, 0.03, 0.01], [-0.04, -0.17, 0.01], [-0.05, -0.09, -0.02], [-0.01, -0.03, -0.12], [-0.01, 0.07, -0.07], [-0.02, 0.05, -0.02], [0.00, -0.04, -0.10], [0.00, -0.01, -0.09], [0.10, -0.07, -0.01], [0.00, -0.09, 0.05], [0.10, -0.07, 0.11], [-0.01, 0.40, 1.74], [0.83, 0.17, 0.10], [-0.63, -0.32, -0.49], [-0.28, -0.41, -0.56], [0.95, -0.02, 0.16], [-1.18, -1.12, -0.71], [-0.72, 0.48, 0.00], [0.46, -0.42, -0.47], [0.11, -0.55, -0.56], [-0.97, 0.32, 0.23], [0.18, -1.32, -0.61], [0.06, 0.29, -0.17], [-0.01, -0.44, 0.08], [-0.11, 0.17, 0.10], [0.21, -0.02, 0.00], [-0.02, -0.11, -0.12], [0.17, 0.13, 0.19], [-0.17, 0.09, 0.01], [0.00, -0.05, 0.11], [-0.03, -0.03, -0.06], [-0.21, -0.48, -0.55], [-1.00, 1.10, -0.53], [0.19, 0.02, 0.66], [0.05, 0.59, 0.10], [-0.08, 0.88, -0.25], [0.05, -0.19, -0.33], [0.57, -0.55, 0.63], [-1.14, 0.30, -0.59], [0.87, -0.01, -1.03], [-0.96, -0.01, 1.29], [-0.09, 0.00, 0.04], [0.20, -0.01, -0.15], [-0.18, 0.04, 0.05], [-0.07, -0.01, 0.17], [0.60, 0.00, -0.53], [-0.05, -0.06, -0.04], [-0.03, 0.06, -0.06], [0.03, -0.01, 0.01], [-0.06, 0.12, 0.20], [0.10, -0.13, 0.22], [0.15, 0.01, 0.26], [-0.02, 0.10, -0.24], [0.14, -0.03, -0.12], [0.16, -0.04, 0.03], [0.03, -0.01, 0.14], [-0.10, -0.05, 0.16], [0.01, 0.00, 0.26], [-0.02, 0.03, -0.53], [0.03, -0.12, 0.34], [-0.28, -0.22, -0.14], [0.00, 0.07, -0.61], [-0.05, 0.22, -0.03], [0.05, 0.05, 0.17], [0.11, -1.85, 2.30], [0.14, -0.10, -0.78], [0.27, 2.45, -1.36], [0.04, 0.10, 0.02], [0.06, 0.20, -0.02], [0.01, -0.08, -0.09], [-0.03, -0.03, 0.13]],
  "lowdin_spin": [0.570, -0.003, 0.007, 0.003, 0.001, 0.000, 0.000, 0.000, -0.001, 0.004, 0.001, 0.000, 0.000, 0.000, 0.000, 0.000, -0.001, 0.002, 0.000, 0.001, 0.000, -0.002, -0.002, 0.000, -0.001, 0.000, -0.001, -0.003, -0.018, -0.003, -0.001, 0.000, -0.002, 0.000, -0.002, -0.003, -0.001, 0.000, 0.000, 0.000, -0.001, 0.000, 0.000, 0.000, 0.000, 0.000, 0.000, 0.000, 0.000, 0.000, 0.000, 0.000, 0.000, 0.000, 0.000, 0.000, 0.000, 0.000, 0.000, 0.000, 0.000, 0.000, 0.000, 0.000, 0.000, 0.000, 0.000, 0.000, 0.000, 0.000, 0.001, 0.001, 0.000, 0.000, 0.016, 0.009, 0.003, 0.001, 0.005, 0.094, 0.000, 0.000, 0.000, 0.000, 0.000, 0.001, 0.000, 0.000, -0.001, 0.000, 0.046, 0.002, 0.001, 0.001, 0.000, 0.000, 0.000, 0.000, 0.000, 0.000, 0.000, 0.000, 0.000, 0.000, 0.000, 0.000, 0.000, 0.000, 0.000, 0.000, 0.000, 0.000, 0.000, 0.000, 0.000, 0.001, 0.001, 0.000, 0.002, 0.015, 0.002, 0.002, 0.018, 0.039, 0.193, 0.000, 0.000, 0.000, 0.000],
  "spin_multiplicity": 2,
  "homo_lumo_gap_ev": [4.681, 4.815],
  "e_above_lowest_ev": 6.050,
  "fmax_ev_per_a": 4.2,
  "charge": 2,
  "lumo_energy_ev": [-7.55, -7.38],
  "e_tot_ha": -4705.218372
}